[1]
The following is a DFT calculation (wB97M-V/def2-TZVPD) of a molecular structure, C23H22N4O2Rh.

## Properties
* LUMO level (alpha / beta): -3.50 / -4.87 eV
* HOMO-LUMO gap (alpha / beta): 6.9 / 5.8 eV
* net charge: +1
* 2S+1: 5
* ΔE to the lowest compared entry with this formula, charge and spin: 13.5 kcal per mole
* <S²>: 6.048
* HOMO (alpha / beta): -10.437 / -10.621 eV

Each line ends with the Löwdin charge.
Element x y z (Å)
Rh1 0.04616 0.90898 0.07561  1.136
O1 1.00220 1.25960 1.94939  -0.191
O2 2.60652 -0.10702 3.54946  0.054
N1 -1.39840 1.66102 1.50750  -0.112
N2 1.18000 -1.02678 0.46234  0.126
N3 -1.44758 2.13754 -1.07985  -0.007
N4 -1.10069 1.63099 2.83390  0.094
C1 1.80474 -1.96719 0.64986  -0.121
C2 0.84386 -0.58823 -4.41238  -0.043
C3 -1.16199 -1.90475 -4.03504  -0.037
C4 -2.47789 2.17727 1.07437  -0.047
C5 0.18973 1.38934 2.96002  -0.394
C6 0.75149 1.26108 4.31233  -0.092
C7 -3.79375 2.58826 -1.01352  0.002
C8 0.86924 -1.01256 -5.72312  -0.072
C9 1.90219 0.49269 4.54550  -0.253
C10 -2.62568 2.62129 -3.09854  -0.027
C11 -3.80920 2.74637 -2.39079  -0.023
C12 2.60983 -3.16801 0.89430  -0.188
C13 -0.17519 -1.02312 -3.53163  -0.312
C14 2.27996 -4.28918 -0.09489  -0.079
C15 -1.47126 2.30720 -2.40418  -0.115
C16 -1.12597 -2.32186 -5.34779  -0.071
C17 -2.59698 2.29221 -0.38801  -0.248
C18 0.10022 1.86417 5.39377  -0.025
C19 0.56719 1.70036 6.67998  -0.076
C20 -0.21513 -0.58861 -2.19701  -0.022
C21 -0.11318 -1.88042 -6.19859  -0.063
C22 2.34931 0.29996 5.84602  -0.006
C23 1.68828 0.90299 6.89893  -0.061
H1 -2.58760 2.76349 -4.16872  0.119
H2 -1.88661 -2.99527 -5.72006  0.111
H3 -0.52750 2.19508 -2.92119  0.115
H4 3.65666 -2.86881 0.83106  0.130
H5 2.42328 -3.46807 1.92629  0.130
H6 2.91444 -5.14654 0.11784  0.084
H7 2.28926 0.28192 2.71675  0.057
H8 1.61350 0.07958 -4.04154  0.113
H9 -3.21930 2.59657 1.74688  0.140
H10 0.06644 2.18200 7.50782  0.106
H11 0.57224 0.09361 -1.86570  0.015
H12 -0.77958 2.46097 5.19622  0.111
H13 1.65521 -0.67373 -6.38484  0.110
H14 3.22633 -0.31225 6.00639  0.122
H15 2.05635 0.75656 7.90633  0.111
H16 2.45927 -3.97256 -1.12100  0.082
H17 1.24037 -4.59852 -0.00255  0.084
H18 -0.98610 -0.93508 -1.51929  0.062
H19 -1.94720 -2.25011 -3.37313  0.114
H20 -4.69491 2.69076 -0.42450  0.126
H21 -4.73492 2.97057 -2.90382  0.123
H22 -0.08765 -2.21374 -7.22721  0.110

[2]
The following is a DFT calculation (wB97M-V/def2-TZVPD) of a molecular structure, C23H22N4O4V.

## Properties
* LUMO level (alpha / beta): -0.82 / -1.17 eV
* HOMO-LUMO gap (alpha / beta): 6.8 / 6.9 eV
* 2S+1: 4
* <S²>: 3.768
* HOMO (alpha / beta): -7.587 / -8.106 eV

Each line ends with the Löwdin charge.
Element x y z (Å)
V1 0.04800 -0.02830 0.27870  0.756
O1 -0.73190 1.34400 -0.78630  -0.077
O2 -3.56310 -2.04640 -6.27900  0.076
O3 -3.49170 0.10400 -6.18240  0.073
O4 -0.78210 -1.38880 -0.81270  -0.102
N1 1.46870 -0.04900 -0.86990  0.089
N2 3.48890 2.18490 -4.03890  0.132
N3 -3.25320 -1.00260 -5.73360  -0.368
N4 3.44930 -2.25720 -4.10990  0.133
C1 0.58090 2.83770 1.86990  -0.025
C2 -2.29200 -2.34300 -3.91850  0.028
C3 -1.35350 -0.43980 2.15330  -0.209
C4 -1.58880 0.01280 -2.57030  -0.104
C5 -1.29800 1.22720 -1.88990  -0.114
C6 -1.06330 0.93000 2.18710  -0.204
C7 -0.62500 -2.84740 1.88390  -0.029
C8 0.27520 1.37200 2.03970  -0.242
C9 -0.30140 -1.38640 2.04620  -0.244
C10 -1.66900 -2.43000 -2.70920  0.027
C11 1.32280 0.43060 2.10720  -0.239
C12 2.76250 0.85690 2.19090  -0.010
C13 -1.30440 -1.26860 -1.96720  -0.300
C14 2.77700 -0.04670 -3.03160  -0.281
C15 2.16120 -1.92920 2.33010  -0.007
C16 3.17310 1.17610 -3.58790  -0.245
C17 2.05250 -0.05460 -1.88840  -0.091
C18 3.13480 -1.25710 -3.63860  -0.243
C19 -2.77570 -0.92270 2.25200  -0.005
C20 -2.17300 1.92720 2.38790  -0.007
C21 -2.58040 -1.08400 -4.47850  -0.154
C22 1.03060 -0.95260 2.15270  -0.225
C23 -2.22670 0.07030 -3.81300  0.068
H1 2.87410 1.93400 2.24950  0.075
H2 -1.42970 -3.39240 -2.28420  0.122
H3 -2.83640 1.60040 3.18950  0.085
H4 -3.27080 -0.87650 1.27980  0.107
H5 -2.43880 1.03160 -4.25800  0.132
H6 -0.80250 -3.32350 2.85030  0.104
H7 -3.35430 -0.31570 2.94500  0.078
H8 -2.77370 2.03730 1.48240  0.105
H9 -1.63420 2.14910 -2.38430  0.148
H10 -0.23430 3.35240 1.36690  0.083
H11 2.79780 -1.95980 1.44250  0.105
H12 -1.78690 2.90290 2.66920  0.078
H13 3.32090 0.50110 1.32360  0.098
H14 -1.51100 -2.97230 1.26480  0.083
H15 2.78020 -1.62730 3.17730  0.089
H16 0.75760 3.32320 2.83250  0.104
H17 3.22580 0.43200 3.08140  0.090
H18 1.79960 -2.93340 2.53360  0.077
H19 -2.82010 -1.94730 2.60950  0.080
H20 0.18350 -3.37290 1.38070  0.088
H21 -2.56250 -3.22890 -4.47090  0.124
H22 1.46320 2.97530 1.24700  0.089

[3]
The following is a DFT calculation (wB97M-V/def2-TZVPD) of a molecular structure, C23H22N6O5Sr.

## Properties
* LUMO level: 0.06 eV
* HOMO-LUMO gap: 8.8 eV
* 2S+1: 1
* ΔE to the lowest compared entry with this formula, charge and spin: 39.7 kcal per mole
* HOMO: -8.766 eV

Each line ends with the Löwdin charge.
Element x y z (Å)
Sr1 0.41059 1.47148 0.19101  1.626
O1 -2.38277 -0.53013 -2.26352  0.082
O2 -0.96139 0.88655 -1.31856  -0.243
O3 1.30690 0.80056 2.10284  -0.357
O4 1.20405 3.49121 -0.91825  -0.206
O5 -0.69671 -0.35463 0.82577  -0.203
N1 -1.41798 3.16100 0.48946  -0.161
N2 3.61820 2.93650 5.53960  0.157
N3 -1.98844 2.69307 1.71689  -0.046
N4 1.89994 1.08937 3.19532  -0.014
N5 2.31436 1.03032 -1.21769  -0.013
N6 2.11152 4.04016 1.56106  0.197
C1 -3.67366 -0.41042 0.78001  -0.011
C2 -0.55909 -4.25450 -2.03572  -0.062
C3 2.38452 2.29357 3.39760  -0.325
C4 -1.44424 -1.12272 -0.11394  -0.317
C5 3.06094 2.59843 4.59562  -0.198
C6 0.55686 -2.66045 -0.06248  -0.045
C7 2.44043 3.43922 -1.57677  -0.191
C8 -4.86230 -0.66186 1.44150  -0.072
C9 -1.24550 -3.14749 -1.57368  -0.024
C10 4.05502 1.84389 -2.62649  -0.010
C11 -4.32499 -2.99195 1.53631  -0.073
C12 -5.18838 -1.95082 1.83170  -0.087
C13 -2.78933 -1.44875 0.50096  -0.130
C14 0.68727 -4.56860 -1.51592  -0.089
C15 -3.13295 -2.74218 0.87889  -0.015
C16 1.24004 -3.77010 -0.53143  -0.086
C17 -0.69175 -2.33784 -0.58311  -0.156
C18 4.48762 0.55677 -2.88163  -0.044
C19 -1.63089 -0.17090 -1.38156  -0.615
C20 2.94831 2.03829 -1.80035  -0.245
C21 2.28244 3.32036 2.44758  -0.127
C22 3.78947 -0.49716 -2.30696  -0.036
C23 2.71983 -0.20762 -1.47803  -0.094
H1 -0.99592 -4.87587 -2.80481  0.106
H2 3.20318 4.00407 -1.02497  0.134
H3 2.21259 -4.01003 -0.12795  0.104
H4 -3.42431 0.59873 0.48003  0.109
H5 -2.99290 2.88077 1.78436  0.083
H6 -0.67371 -0.83417 1.66291  0.128
H7 0.99473 -2.06565 0.73038  0.113
H8 1.34551 3.95502 -0.07680  0.005
H9 -2.21457 -2.88548 -1.96976  0.124
H10 -1.53679 3.18286 2.48577  0.078
H11 1.22028 -5.43747 -1.87373  0.100
H12 -6.10758 -2.14223 2.36603  0.101
H13 4.55376 2.69888 -3.05939  0.121
H14 -1.77828 2.57961 -0.26668  0.049
H15 -4.56273 -4.00333 1.83614  0.104
H16 -5.52790 0.15796 1.67133  0.102
H17 5.34395 0.37946 -3.51753  0.113
H18 -2.46152 -3.56472 0.67546  0.116
H19 4.07532 -1.51904 -2.50029  0.109
H20 2.33470 3.91174 -2.56382  0.137
H21 -1.68809 4.12608 0.25863  0.103
H22 2.15234 -0.99983 -1.01136  0.094

[4]
The following is a DFT calculation (wB97M-V/def2-TZVPD) of a molecular structure, C23H22N8Rb.

## Properties
* LUMO level: -2.32 eV
* HOMO-LUMO gap: 8.7 eV
* net charge: +1
* 2S+1: 1
* HOMO: -11.036 eV

Each line ends with the Löwdin charge.
Element x y z (Å)
Rb1 0.55222 -0.39502 -1.33054  0.923
N1 0.32570 -2.45826 0.66803  0.021
N2 -1.38481 0.73938 1.77060  0.021
N3 0.90734 1.65717 -3.17919  -0.001
N4 0.01789 2.74016 -4.88614  0.112
N5 -2.10492 0.73546 -5.13476  0.110
N6 -1.32734 -0.37290 -3.38974  0.002
N7 2.38327 -0.55031 0.87642  0.023
N8 -1.19722 1.14082 0.49102  -0.001
C1 0.12273 -4.50878 2.54535  -0.001
C2 3.07164 -2.70264 3.84322  -0.014
C3 -2.45942 -1.00102 -3.87822  -0.125
C4 -2.94148 -0.34858 -4.96246  -0.067
C5 -2.52861 2.58080 1.60723  0.017
C6 -0.77142 -4.42423 1.51694  -0.035
C7 -2.50020 1.33072 3.91149  -0.017
C8 -1.15242 0.66537 -4.17161  -0.301
C9 3.34697 0.33527 1.01768  -0.131
C10 -1.94523 3.00224 -0.90814  -0.027
C11 1.65927 2.78398 -3.46384  -0.128
C12 -0.06819 1.67090 -4.05657  -0.302
C13 1.21928 -2.54537 1.68909  -0.155
C14 -2.16935 1.57407 2.47712  -0.303
C15 4.20021 -0.67342 2.98681  -0.001
C16 2.10048 -3.61874 3.73764  -0.015
C17 2.29380 -1.54010 1.80200  -0.152
C18 -1.89306 2.26248 0.39071  -0.358
C19 4.28731 0.32370 2.05866  -0.034
C20 3.18522 -1.63816 2.87264  -0.142
C21 -0.62269 -3.37058 0.60373  -0.134
C22 1.14221 3.45281 -4.52158  -0.067
C23 1.14786 -3.55453 2.65272  -0.143
H1 -2.84535 -1.89774 -3.42341  0.107
H2 2.00663 -4.42148 4.45828  0.120
H3 -3.15915 3.42470 1.83242  0.113
H4 -1.57289 -5.14013 1.40201  0.112
H5 -2.42326 2.40311 -1.68668  0.074
H6 -0.95299 3.28746 -1.26226  0.071
H7 3.41340 1.12590 0.27600  0.112
H8 -1.33357 -3.29590 -0.21396  0.112
H9 3.78981 -2.73929 4.65287  0.121
H10 -3.78576 -0.53112 -5.60349  0.118
H11 -0.92290 -0.09538 2.08621  0.146
H12 0.06166 -5.29737 3.28605  0.125
H13 -0.60023 2.98761 -5.63629  0.151
H14 2.54075 3.03067 -2.89617  0.107
H15 -3.14560 2.12822 4.27558  0.083
H16 -1.60745 1.31907 4.53848  0.083
H17 -3.03083 0.38822 4.05319  0.083
H18 -2.52930 3.91715 -0.80847  0.079
H19 4.89643 -0.74021 3.81442  0.125
H20 -2.19161 1.41652 -5.86592  0.151
H21 1.44213 4.35286 -5.02864  0.119
H22 5.05299 1.08448 2.11347  0.112

[5]
The following is a DFT calculation (wB97M-V/def2-TZVPD) of a molecular structure, C23H23AsN3O9S4W.

## Properties
* LUMO level: -10.01 eV
* HOMO-LUMO gap: 5.9 eV
* net charge: +3
* 2S+1: 1
* ΔE to the lowest compared entry with this formula, charge and spin: 53.6 kcal per mole
* HOMO: -15.956 eV

Each line ends with the Löwdin charge.
Element x y z (Å)
W1 0.15974 0.85520 0.67192  1.933
As1 -1.62264 1.00113 2.75315  1.481
S1 0.09419 2.59227 -1.28506  0.708
S2 0.47455 -1.61722 2.23488  0.683
S3 3.98314 2.65236 -0.33964  1.208
S4 0.61098 -1.96216 -1.28538  1.166
O1 0.63188 -2.76425 1.41819  -0.225
O2 0.00487 1.55696 2.52084  -0.599
O3 -1.70130 1.12999 0.95622  -0.588
O4 1.37501 -0.45468 1.82729  -0.391
O5 0.19442 -0.66036 -0.48916  -0.670
O6 -0.43891 -0.08262 4.75576  -0.054
O7 -0.04628 2.99668 0.16048  -0.344
O8 -0.88434 1.53777 -1.51433  -0.298
O9 -0.86722 -0.90680 2.01230  -0.489
N1 2.02994 1.80223 1.00995  -0.151
N2 1.41294 1.59460 -1.08763  -0.155
N3 0.20561 6.99450 -5.00491  0.202
C1 -3.21074 -3.22243 -1.15783  0.001
C2 2.41794 2.02433 -0.22272  -0.712
C3 1.32361 -3.25620 4.13079  -0.017
C4 0.72996 -1.31435 -2.94578  -0.172
C5 1.12684 -2.89901 6.48543  0.006
C6 0.12323 3.86495 -2.34967  -0.339
C7 -4.28179 -5.42908 -1.74087  -0.019
C8 -3.08502 -4.53986 -1.60076  -0.227
C9 -0.69242 -4.22172 -1.78404  -0.058
C10 -0.53575 3.74004 -3.59442  -0.028
C11 -1.81065 -5.02268 -1.91184  0.002
C12 4.09357 2.60589 1.38726  -0.288
C13 0.68008 -2.03283 3.89853  -0.207
C14 1.54953 -3.68514 5.42018  -0.020
C15 0.81616 5.05160 -2.00777  -0.036
C16 -0.86615 -2.90621 -1.36257  -0.419
C17 0.24355 -1.25591 4.97641  -0.254
C18 0.84450 6.08463 -2.89012  0.016
C19 -2.10975 -2.38982 -1.03725  -0.047
C20 -0.50524 4.77770 -4.47167  0.017
C21 0.18432 5.98033 -4.14906  -0.253
C22 2.97123 2.11537 1.95912  -0.131
C23 0.47260 -1.69592 6.26569  0.024
H1 0.67826 7.85746 -4.78933  0.138
H2 -4.19158 -2.83866 -0.90885  0.128
H3 1.35529 7.00341 -2.63499  0.134
H4 -2.23202 -1.36610 -0.70828  0.108
H5 0.29039 -4.62608 -2.00004  0.127
H6 0.12843 -1.10174 7.10466  0.140
H7 -4.39656 -5.75219 -2.77638  0.102
H8 -0.26508 6.94305 -5.89419  0.138
H9 1.29676 5.15185 -1.04237  0.127
H10 -1.07605 2.83436 -3.83720  0.129
H11 -1.69162 -6.04567 -2.24510  0.137
H12 -0.66255 0.30877 5.61501  0.140
H13 0.97029 -2.18033 -3.56591  0.087
H14 1.63849 -3.85869 3.29053  0.128
H15 -0.21793 -0.87392 -3.24603  0.084
H16 -4.16650 -6.32731 -1.13324  0.100
H17 2.04627 -4.62809 5.59629  0.132
H18 -1.01906 4.70084 -5.42050  0.135
H19 1.55323 -0.60265 -2.96876  0.064
H20 2.77396 1.97197 3.00832  0.140
H21 4.99247 2.94211 1.87984  0.101
H22 -5.19564 -4.92352 -1.43757  0.087
H23 1.29454 -3.22815 7.50217  0.136

What strongest force on any atom values result from the calculations? In sequence: 0.68; 4.27; 3.01; 0.89; 1.05 eV/Å.